DFT (ωB97M-V/def2-TZVPD) results for 2 unconnected molecules or ions with the total composition C2H6Cl2N2O2 in a non-equilibrium geometry.

Values from the calculation:
Maximum force   3.494 eV Å⁻¹
SMILES   NC(=O)C(O)(Cl)Cl.N
Calculated total energy   -1260.19661 Ha
Gap between HOMO and LUMO   10.16 eV

ORCA input file:
```
! RIJCOSX wB97M-V def2-TZVPD def2/J DEFGRID3
* xyz 0 1
N 1.740 2.073 0.477
C 1.953 0.844 -0.132
O 2.834 0.700 -0.904
C 0.873 -0.246 0.177
O -0.334 0.283 0.210
Cl 1.183 -0.699 1.885
Cl 0.958 -1.587 -0.912
H 0.754 2.391 0.717
H 2.213 2.881 0.058
H -1.077 -0.384 -0.129
N -2.545 -1.357 -0.375
H -2.669 -1.876 0.568
H -2.427 -2.137 -1.056
H -3.456 -0.885 -0.586
*
```

DFT (ωB97M-V/def2-TZVPD) results for C21H17N3O3 in the gas phase in a non-equilibrium geometry.

Values from the calculation:
Maximum force   1.381 eV Å⁻¹
SMILES   CCOc1cccc(C(=O)Nc2ccc3oc(-c4cccnc4)nc3c2)c1
Calculated total energy   -1200.46624 Ha
Gap between HOMO and LUMO   8.24 eV

ORCA input file:
```
! RIJCOSX wB97M-V def2-TZVPD def2/J DEFGRID3
* xyz 0 1
C 7.597 2.023 0.072
C 7.447 1.054 1.240
O 7.298 -0.290 0.820
C 6.117 -0.710 0.305
C 6.102 -2.021 -0.180
C 4.952 -2.554 -0.725
C 3.786 -1.807 -0.784
C 3.785 -0.509 -0.288
C 2.588 0.383 -0.332
O 2.690 1.588 -0.447
N 1.404 -0.288 -0.209
C 0.097 0.204 -0.222
C -0.179 1.562 -0.448
C -1.472 2.047 -0.467
C -2.488 1.136 -0.254
O -3.833 1.307 -0.214
C -4.327 0.061 0.032
C -5.755 -0.130 0.142
C -6.649 0.932 0.000
C -8.003 0.676 0.119
C -8.410 -0.626 0.375
N -7.569 -1.639 0.511
C -6.279 -1.401 0.398
N -3.430 -0.868 0.149
C -2.229 -0.232 -0.026
C -0.928 -0.710 -0.008
C 4.949 0.040 0.241
H 7.781 3.025 0.452
H 6.699 2.039 -0.540
H 8.434 1.722 -0.552
H 6.614 1.350 1.890
H 8.363 1.046 1.838
H 7.012 -2.597 -0.125
H 4.964 -3.561 -1.113
H 2.908 -2.229 -1.251
H 1.469 -1.283 -0.049
H 0.647 2.234 -0.607
H -1.677 3.090 -0.642
H -6.280 1.927 -0.199
H -8.728 1.469 0.016
H -9.458 -0.875 0.477
H -5.613 -2.244 0.514
H -0.731 -1.756 0.167
H 4.898 1.058 0.593
*
```

DFT (ωB97M-V/def2-TZVPD) results for C4H8N2 in the gas phase.

Values from the calculation:
Maximum force   0.624 eV Å⁻¹
Calculated total energy   -266.58335 Ha
Gap between HOMO and LUMO (alpha / beta)   8.39 / 8.40 eV

ORCA input file:
```
! RIJCOSX wB97M-V def2-TZVPD def2/J DEFGRID3
* xyz 0 1
C -1.662 0.998 -0.694
C 0.319 -0.312 0.220
N -0.052 -1.532 -0.395
C -0.320 0.881 -0.073
C 1.807 -0.188 0.924
N 0.655 -0.211 1.650
H 0.550 -1.834 -1.150
H -0.172 -2.283 0.271
H 0.158 1.786 0.275
H 2.485 0.670 0.972
H 2.287 -1.115 0.596
H -1.628 1.662 -1.566
H -2.047 0.038 -1.035
H -2.380 1.440 0.004
*
```

DFT (ωB97M-V/def2-TZVPD) results for a molecular structure, C5H11NO in a non-equilibrium geometry.

Values from the calculation:
Maximum force   2.948 eV Å⁻¹
Calculated total energy   -327.04065 Ha
Gap between HOMO and LUMO   11.09 eV

ORCA input file:
```
! RIJCOSX wB97M-V def2-TZVPD def2/J DEFGRID3
* xyz 0 1
C -1.543 -0.578 -1.159
C -1.190 0.311 0.031
C 0.285 0.708 0.117
C 0.552 1.704 1.237
N 1.122 -0.466 0.364
C 1.504 -1.199 -0.526
O 1.801 -1.779 -1.506
H -1.239 -0.120 -2.107
H -1.062 -1.559 -1.099
H -2.622 -0.750 -1.210
H -1.768 1.241 -0.020
H -1.470 -0.179 0.970
H 0.583 1.138 -0.842
H -0.023 2.619 1.079
H 0.263 1.281 2.203
H 1.611 1.968 1.291
H 1.456 -1.799 1.362
H 1.695 -2.504 1.086
*
```